{"formula": "C4H11NOS", "method": "the ωB97M-V functional and the def2-TZVPD basis", "species": ["C", "C", "C", "C", "N", "O", "S", "H", "H", "H", "H", "H", "H", "H", "H", "H", "H", "H"], "xyz": [[1.385354, -0.260064, -0.612035], [0.229261, 1.828290, 0.428690], [-1.683415, -1.572203, -0.626128], [0.055085, 0.463824, -0.276655], [-2.214489, 0.340017, 0.954469], [1.850138, -0.689734, 0.624426], [-1.050816, -0.644775, 0.826141], [1.172509, -1.218185, -1.287446], [2.056598, 0.302276, -1.128103], [2.063124, 0.085199, 1.022993], [0.413095, 1.923845, 1.453820], [-0.561546, 2.468633, 0.244896], [1.109401, 2.299591, 0.023453], [-2.570867, -2.109708, -0.338041], [-1.909242, -0.884977, -1.428375], [-0.924671, -2.257008, -0.972854], [-0.519832, 0.705288, -1.259036], [-2.061097, 0.975603, 1.712031]], "atomic_forces_ev_per_a": [[-4.175, -3.254, -0.113], [1.489, -1.155, -1.313], [0.592, -0.142, 0.561], [0.172, -0.052, -1.635], [-2.391, 0.864, 0.509], [0.382, -3.711, -1.313], [1.077, 0.337, -2.894], [0.389, 1.926, 1.466], [2.045, 1.902, -1.501], [1.278, 3.329, 2.558], [0.097, -0.819, 1.954], [-1.744, 1.083, -0.554], [0.436, 0.317, -0.618], [-0.253, -0.158, 0.257], [-0.165, 0.390, 0.117], [0.245, -0.354, 0.015], [0.622, -0.652, 1.753], [-0.097, 0.151, 0.751]], "homo_lumo_gap_ev": 8.62, "largest_force_ev_per_a": 5.295, "relative_energy_ev": 3.917, "homo_ev": -7.834, "total_energy_ha": -687.0654, "multiplicity": 1}



{"formula": "C5H14N2", "method": "the ωB97M-V functional and the def2-TZVPD basis", "species": ["C", "C", "C", "C", "N", "C", "N", "H", "H", "H", "H", "H", "H", "H", "H", "H", "H", "H", "H", "H", "H"], "xyz": [[1.892587, 0.477491, 0.697852], [1.138918, -0.926842, 0.576263], [-0.342501, -0.720633, 0.865628], [-1.173894, 0.374105, 0.107142], [-1.438055, -0.151601, -1.304169], [-2.271488, 0.615807, -2.176905], [3.255814, 0.253328, 1.281659], [1.926502, 1.044105, -0.249860], [1.314314, 1.053912, 1.426730], [1.182689, -1.158375, -0.495387], [1.430215, -1.704094, 1.265666], [-0.997573, -1.685907, 0.734218], [-0.220944, -0.533393, 1.978930], [-2.188905, 0.620788, 0.580772], [-0.665011, 1.383424, 0.056211], [-1.735682, -1.153068, -1.275010], [-2.222936, 0.568133, -3.242901], [-3.357958, 0.447030, -1.964302], [-2.148658, 1.722767, -2.040482], [3.060230, 0.165429, 2.229066], [3.562328, -0.692415, 0.948879]], "atomic_forces_ev_per_a": [[0.133, -1.775, 0.895], [-1.128, 2.348, -2.567], [-1.859, -0.526, 1.382], [-0.741, 0.106, -1.020], [1.327, -0.930, 0.847], [-2.142, 2.035, 1.298], [-0.222, -0.447, -2.819], [0.005, -0.528, 0.381], [0.210, 0.295, -0.127], [0.589, -0.814, 0.296], [0.817, -0.098, -0.109], [1.470, 1.436, 0.422], [-1.357, 0.155, -0.974], [1.308, -0.637, -0.078], [-0.256, -1.206, -0.217], [0.364, 1.411, 0.141], [0.904, -1.034, -0.786], [0.399, 0.165, -0.023], [0.198, -0.865, 0.393], [0.135, -0.366, 2.167], [-0.155, 1.273, 0.497]], "homo_lumo_gap_ev": 9.64, "smiles": "CNCCCCN", "largest_force_ev_per_a": 3.657, "relative_energy_ev": 2.035, "homo_ev": -8.550, "total_energy_ha": -308.3483, "multiplicity": 1}



{"formula": "C4H12S", "method": "the ωB97M-V functional and the def2-TZVPD basis", "species": ["C", "C", "S", "H", "H", "H", "H", "H", "H", "C", "C", "H", "H", "H", "H", "H", "H"], "xyz": [[0.621256, -0.830816, 2.321278], [-1.411979, 1.065623, 2.008308], [-0.195181, 0.492545, 3.130897], [0.385309, -0.922321, 1.268383], [1.710560, -0.689185, 2.380533], [0.351566, -1.763801, 2.816563], [-1.998991, 0.261559, 1.551965], [-0.947084, 1.694955, 1.230787], [-2.040641, 1.751309, 2.565615], [0.763291, -0.838993, -2.358317], [0.103455, 0.524858, -2.441506], [1.844709, -0.724644, -2.323039], [0.473576, -1.384657, -1.454973], [0.518377, -1.436906, -3.231200], [-0.981522, 0.547090, -2.358252], [0.298520, 1.020075, -3.389091], [0.504778, 1.233309, -1.717950]], "atomic_forces_ev_per_a": [[0.608, -0.309, -0.616], [-0.312, 0.516, -0.382], [0.139, 0.083, 0.193], [-0.357, 0.190, -0.178], [-0.251, 0.013, 0.385], [0.042, -0.073, 0.245], [0.230, 0.034, 0.085], [0.160, -0.400, 0.008], [-0.250, -0.055, 0.204], [-0.045, 0.163, 0.147], [-0.011, 0.725, -0.195], [0.088, -0.046, -0.084], [-0.082, -0.057, -0.118], [-0.040, -0.188, 0.048], [-0.103, -0.370, 0.178], [0.163, -0.162, -0.268], [0.021, -0.064, 0.348]], "s2": 0.75, "homo_lumo_gap_ev": [11.32, 6.12], "largest_force_ev_per_a": 0.919, "relative_energy_ev": 0.131, "homo_ev": [-14.678, -14.678], "charge": 1, "total_energy_ha": -557.4491, "multiplicity": 2}



{"formula": "C22H29BF24GaO6S", "method": "the ωB97M-V functional and the def2-TZVPD basis", "species": ["C", "B", "O", "Ga", "S", "C", "C", "O", "O", "C", "C", "C", "C", "H", "H", "H", "H", "H", "H", "H", "H", "H", "H", "H", "H", "H", "H", "H", "H", "H", "C", "C", "C", "F", "F", "F", "F", "O", "C", "C", "F", "F", "F", "F", "H", "H", "H", "H", "C", "C", "C", "F", "F", "F", "F", "O", "C", "C", "F", "F", "F", "F", "H", "H", "H", "H", "C", "C", "C", "F", "F", "F", "F", "O", "C", "C", "F", "F", "F", "F", "H", "H", "H", "H"], "xyz": [[2.009356, 3.501001, -0.029617], [1.181486, 2.703992, -1.116583], [1.737666, 1.487091, -1.506177], [-0.619973, 3.262906, -2.058560], [-0.089083, 4.608620, -3.893151], [-1.981567, 4.180775, -0.821080], [-1.557394, 5.474751, -0.263383], [-0.624291, 5.669987, 0.512103], [-2.305133, 6.578369, -0.696520], [-1.479332, 1.557505, -2.850540], [-2.492316, 0.830773, -1.974889], [-3.850632, 1.524813, -1.914780], [-1.972686, 0.529364, -0.566108], [1.384562, 4.047733, 0.665666], [2.702296, 4.173324, -0.523820], [2.635411, 2.822091, 0.564731], [2.327894, 1.157667, -0.809210], [-0.028551, 3.686427, -4.855208], [-2.292582, 3.521194, -0.022268], [-2.866293, 4.354008, -1.427855], [-3.234635, 6.314047, -0.670038], [-1.920852, 1.841119, -3.799069], [-0.647571, 0.876970, -3.004496], [-2.687430, -0.139499, -2.434198], [-4.615259, 0.769735, -1.749100], [-3.932465, 2.213813, -1.082365], [-4.086250, 2.056927, -2.829850], [-2.405698, 1.179851, 0.184609], [-0.891041, 0.576204, -0.501881], [-2.257872, -0.481909, -0.286529], [4.961850, -3.214175, -3.818600], [5.553178, -3.679897, -2.479511], [4.823436, -4.786865, -1.715672], [3.561482, -4.449236, -1.397330], [5.493927, -5.024985, -0.556691], [5.773921, -2.622215, -1.674281], [6.776943, -4.216122, -2.779094], [4.154233, -2.057588, -3.855309], [2.800427, -2.097585, -3.584260], [2.425348, -1.325735, -2.316079], [3.156172, -1.752149, -1.253131], [1.124580, -1.547396, -2.044717], [2.344647, -3.374106, -3.561090], [2.183290, -1.478471, -4.606380], [5.832484, -2.931209, -4.407772], [4.492781, -4.042873, -4.350575], [4.807588, -5.711020, -2.300063], [2.591595, -0.259516, -2.456474], [6.001183, -4.538203, 2.888549], [5.976332, -5.798699, 3.764668], [4.911277, -5.898126, 4.858754], [5.002794, -4.890868, 5.749592], [5.088164, -7.064520, 5.527428], [7.203600, -6.025196, 4.283508], [5.707828, -6.835932, 2.917632], [6.907447, -3.497394, 3.215319], [6.615235, -2.531798, 4.146130], [7.530348, -2.602754, 5.375057], [7.517597, -3.829547, 5.931538], [7.093674, -1.712941, 6.296923], [5.312919, -2.538057, 4.493949], [6.871213, -1.338401, 3.568224], [6.357540, -4.884423, 1.920692], [4.996944, -4.152114, 2.712744], [3.911386, -5.898493, 4.416339], [8.554634, -2.353828, 5.089398], [-8.991650, 3.476406, 1.702380], [-7.574229, 4.026477, 1.473222], [-7.233029, 4.603007, 0.095226], [-7.391940, 3.693618, -0.886235], [-5.940862, 4.997300, 0.104506], [-6.663446, 3.103577, 1.840451], [-7.448655, 5.080241, 2.334270], [-9.219229, 2.079552, 1.593617], [-9.478109, 1.462866, 0.394397], [-8.362557, 0.497891, -0.024363], [-7.176402, 1.122167, -0.036823], [-8.628382, 0.038300, -1.270561], [-9.764138, 2.350311, -0.580307], [-10.585411, 0.704776, 0.576966], [-9.187613, 3.677300, 2.753714], [-9.734710, 4.044238, 1.142191], [-7.861965, 5.472949, -0.117343], [-8.315434, -0.348191, 0.665444]], "atomic_forces_ev_per_a": [[-0.114, -0.810, 0.345], [0.225, 0.463, 0.016], [-0.174, -0.449, 0.399], [0.078, -0.945, -0.204], [-0.048, 0.596, 0.010], [-0.487, 0.729, -0.281], [1.129, 0.411, 1.152], [-1.406, -0.126, -1.307], [0.287, -0.138, 0.636], [0.081, 0.815, 0.834], [-0.049, 0.094, -0.255], [-0.121, -0.326, 0.190], [-0.130, -0.429, -0.063], [-0.102, 0.383, -0.033], [0.017, 0.390, -0.189], [0.152, -0.124, 0.093], [0.215, 0.312, -0.221], [-0.080, -0.277, 0.057], [0.380, -0.372, 0.282], [-0.171, -0.090, -0.225], [0.221, -0.080, -0.412], [-0.111, -0.171, -0.379], [0.302, -0.077, -0.314], [-0.020, -0.252, -0.167], [-0.335, -0.059, -0.003], [0.106, 0.318, 0.103], [-0.024, 0.076, -0.224], [0.040, 0.336, 0.152], [0.230, 0.099, -0.049], [-0.051, -0.226, 0.187], [0.051, -0.050, -0.696], [-0.116, 0.560, 0.101], [-0.030, -0.251, 0.099], [0.064, 0.102, -0.020], [0.010, 0.006, -0.017], [-0.069, -0.083, 0.027], [-0.007, -0.162, -0.083], [-0.096, 0.019, 0.723], [0.209, -0.328, -0.372], [-0.090, 0.199, 0.147], [0.010, -0.116, -0.087], [0.034, -0.088, -0.048], [0.072, 0.149, 0.096], [-0.063, -0.018, -0.045], [0.063, 0.014, 0.045], [-0.086, -0.113, 0.205], [0.030, 0.041, -0.026], [-0.064, 0.036, -0.115], [-0.192, 0.232, -0.627], [0.522, 0.197, 0.063], [-0.191, -0.180, 0.085], [0.088, -0.015, -0.065], [-0.002, 0.060, -0.038], [-0.089, 0.037, 0.065], [-0.176, -0.011, -0.059], [0.139, -0.227, 0.680], [-0.312, -0.092, -0.458], [0.187, 0.050, 0.169], [-0.096, -0.003, -0.013], [0.017, -0.030, -0.061], [0.180, -0.048, 0.017], [-0.030, 0.082, 0.008], [0.038, -0.060, 0.005], [-0.076, -0.024, 0.235], [0.025, 0.034, -0.011], [-0.040, 0.011, -0.040], [-0.566, 0.166, 0.256], [0.139, -0.554, 0.116], [0.119, 0.206, -0.117], [-0.041, -0.053, 0.115], [-0.048, -0.031, 0.008], [-0.030, 0.040, -0.110], [-0.115, 0.143, -0.027], [0.561, -0.114, -0.342], [-0.291, 0.402, 0.208], [0.145, -0.215, -0.042], [0.037, 0.072, -0.074], [-0.029, 0.048, 0.072], [0.122, -0.096, 0.102], [-0.070, -0.030, -0.041], [0.060, -0.005, 0.039], [0.135, 0.005, -0.220], [-0.018, -0.036, 0.019], [-0.062, 0.051, 0.019]], "homo_lumo_gap_ev": 5.97, "largest_force_ev_per_a": 1.924, "homo_ev": -4.061, "charge": -1, "total_energy_ha": -6051.8841, "multiplicity": 1}



Q: Which formula does entry 3 have?
A: C4H12S